DFT (the ωB97M-V functional and the def2-TZVPD basis) results for the molecule C3H8N2O in a non-equilibrium geometry.

SMILES string	CCO/C=N/N
E	-8266.511	eV
Kohn-Sham gap	9.582	eV
LUMO	1.199	eV
HOMO level	-8.38	eV

Structure (ORCA input):
```
! wB97M-V def2-TZVPD RIJCOSX def2/J DEFGRID3
* xyz 0 1
C 1.72 0.47 0.51
C 1.29 -0.73 -0.30
O 0.13 -1.47 0.37
C -0.96 -0.79 0.02
N -1.12 0.47 -0.04
N -2.32 0.96 -0.50
H 2.78 0.65 0.34
H 1.16 1.36 0.22
H 1.57 0.30 1.57
H 1.13 -0.47 -1.35
H 2.04 -1.53 -0.27
H -1.81 -1.49 -0.10
H -3.13 0.36 -0.31
H -2.46 1.90 -0.17
*
```

=====

DFT (the ωB97M-V functional and the def2-TZVPD basis) results for a cluster of 6 separate species, C31H70N3O6 in total in a non-equilibrium geometry.

E	-50026.605	eV
Kohn-Sham gap (spin up / spin down)	8.262 / 6.334	eV
LUMO (spin up / spin down)	0.422 / -1.506	eV
HOMO level (spin up / spin down)	-7.84 / -7.84	eV

Structure (ORCA input):
```
! wB97M-V def2-TZVPD RIJCOSX def2/J DEFGRID3
* xyz 0 2
C 29.83 -16.03 -20.36
C 28.26 -15.88 -20.53
O 27.43 -16.41 -19.56
H 30.01 -17.10 -20.28
H 30.29 -15.75 -19.41
H 30.36 -15.65 -21.24
H 28.04 -16.33 -21.49
H 27.92 -14.88 -20.79
C 28.36 -24.70 -21.06
C 29.13 -23.55 -21.69
C 28.10 -22.71 -22.60
C 28.38 -21.37 -22.94
C 28.85 -20.56 -21.69
C 30.06 -21.20 -21.04
N 29.66 -22.58 -20.66
O 30.46 -23.19 -19.78
C 31.36 -20.91 -21.87
C 30.00 -20.49 -19.53
C 30.21 -24.16 -22.58
H 28.92 -25.32 -20.35
H 28.00 -25.42 -21.79
H 27.58 -24.31 -20.42
H 28.17 -23.19 -23.58
H 27.06 -22.84 -22.29
H 27.45 -20.89 -23.24
H 29.07 -21.32 -23.78
H 28.05 -20.55 -20.95
H 28.96 -19.51 -21.95
H 31.64 -19.89 -22.15
H 32.24 -21.25 -21.32
H 31.50 -21.25 -22.89
H 28.99 -20.56 -19.11
H 30.71 -20.99 -18.87
H 30.30 -19.45 -19.68
H 29.90 -24.39 -23.59
H 30.57 -25.06 -22.07
H 31.03 -23.46 -22.75
H 29.96 -23.48 -19.01
C 31.35 -16.62 -16.57
C 32.49 -15.77 -16.20
C 32.15 -14.30 -16.72
C 32.78 -13.18 -15.83
C 32.07 -13.35 -14.40
C 32.29 -14.78 -13.74
N 32.78 -15.79 -14.69
O 33.23 -16.99 -14.17
C 33.40 -14.55 -12.57
C 30.91 -15.20 -13.27
C 33.85 -16.12 -16.93
H 30.43 -16.44 -16.02
H 31.69 -17.65 -16.39
H 31.11 -16.45 -17.62
H 32.59 -14.18 -17.72
H 31.07 -14.25 -16.76
H 32.53 -12.20 -16.25
H 33.86 -13.30 -15.67
H 31.05 -12.99 -14.37
H 32.56 -12.61 -13.77
H 33.16 -13.89 -11.73
H 33.79 -15.43 -12.05
H 34.27 -14.21 -13.12
H 30.33 -15.27 -14.19
H 31.00 -16.13 -12.71
H 30.60 -14.39 -12.60
H 34.54 -15.27 -16.87
H 33.66 -16.25 -17.99
H 34.23 -17.03 -16.46
H 32.47 -17.55 -14.01
C 33.47 -9.87 -24.60
C 33.32 -10.30 -23.09
C 31.83 -10.38 -22.73
C 31.19 -11.61 -23.29
C 31.97 -12.87 -22.94
C 33.49 -12.86 -23.19
N 34.01 -11.60 -22.71
O 35.37 -11.44 -22.80
C 34.15 -13.98 -22.31
C 33.79 -13.14 -24.66
C 33.75 -9.09 -22.19
H 32.92 -9.02 -25.02
H 33.09 -10.73 -25.16
H 34.55 -9.81 -24.72
H 31.56 -10.30 -21.68
H 31.48 -9.46 -23.19
H 31.19 -11.67 -24.38
H 30.14 -11.78 -23.06
H 31.47 -13.68 -23.47
H 31.85 -13.23 -21.92
H 33.67 -14.10 -21.34
H 33.93 -14.90 -22.85
H 35.22 -13.80 -22.19
H 34.57 -12.48 -25.05
H 34.27 -14.10 -24.84
H 32.83 -13.02 -25.17
H 33.07 -8.27 -22.43
H 34.75 -8.78 -22.48
H 33.69 -9.34 -21.13
H 35.75 -11.50 -21.92
C 29.95 -17.73 -23.82
O 28.80 -17.33 -24.61
H 30.19 -18.78 -23.94
H 30.84 -17.20 -24.15
H 29.83 -17.53 -22.76
H 28.03 -17.57 -24.09
C 28.04 -18.57 -16.63
O 26.80 -18.01 -16.33
H 28.70 -18.47 -15.77
H 27.99 -19.61 -16.97
H 28.45 -17.96 -17.44
H 26.40 -18.52 -15.63
*
```

=====

DFT (the ωB97M-V functional and the def2-TZVPD basis) results for the molecule C2H3NO.

SMILES string	C=C=NO
E	-5656.917	eV
Kohn-Sham gap	10.950	eV
LUMO	0.930	eV
HOMO level	-10.02	eV

Structure (ORCA input):
```
! wB97M-V def2-TZVPD RIJCOSX def2/J DEFGRID3
* xyz 0 1
C -1.09 0.57 0.69
C -0.43 -0.01 -0.27
N 0.35 -0.56 -1.07
O 1.62 -0.57 -0.46
H -1.13 1.65 0.73
H -1.50 -0.04 1.49
H 2.17 -1.04 -1.10
*
```

=====

DFT (the ωB97M-V functional and the def2-TZVPD basis) results for a structure of composition C41H32N2OP2RbSe4 in a non-equilibrium geometry.

E	-328684.193	eV
Kohn-Sham gap	4.992	eV
LUMO	1.939	eV
HOMO level	-3.05	eV

Structure (ORCA input):
```
! wB97M-V def2-TZVPD RIJCOSX def2/J DEFGRID3
* xyz -1 1
Rb -16.90 -12.52 -12.44
O -18.99 -15.11 -11.78
C -19.57 -14.07 -12.08
C -21.05 -14.05 -11.64
C -21.54 -15.00 -10.79
C -22.78 -14.86 -10.15
C -23.55 -13.78 -10.48
C -23.07 -12.81 -11.32
C -21.81 -12.95 -11.95
P -20.89 -11.59 -12.82
C -22.24 -10.38 -13.00
C -22.49 -9.37 -12.08
C -23.40 -8.34 -12.29
C -24.14 -8.32 -13.48
C -24.05 -9.39 -14.35
C -23.13 -10.39 -14.11
C -20.72 -12.28 -14.45
C -21.49 -13.36 -14.91
C -21.20 -13.95 -16.08
C -20.16 -13.46 -16.90
C -19.40 -12.37 -16.47
C -19.73 -11.79 -15.28
H -20.88 -15.81 -10.62
H -23.06 -15.69 -9.54
H -24.53 -13.71 -10.03
H -23.68 -11.93 -11.50
H -21.82 -9.41 -11.21
H -23.52 -7.54 -11.54
H -24.79 -7.48 -13.74
H -24.63 -9.37 -15.23
H -22.96 -11.12 -14.91
H -22.36 -13.69 -14.40
H -21.77 -14.79 -16.41
H -19.92 -13.97 -17.80
H -18.50 -12.03 -17.00
H -19.06 -11.05 -14.86
Se -15.48 -9.33 -13.98
P -14.82 -10.54 -15.65
Se -15.51 -12.61 -15.66
C -15.24 -9.73 -17.22
C -15.79 -10.39 -18.30
C -16.21 -9.65 -19.38
C -16.05 -8.24 -19.41
C -15.34 -7.64 -18.37
C -14.95 -8.36 -17.26
C -13.01 -10.68 -15.89
C -12.60 -11.44 -17.01
C -11.27 -11.51 -17.34
C -10.30 -10.89 -16.56
C -10.68 -10.19 -15.44
C -12.06 -10.09 -15.10
H -16.03 -11.44 -18.19
H -16.84 -10.12 -20.09
H -16.42 -7.65 -20.24
H -15.20 -6.56 -18.43
H -14.59 -7.91 -16.35
H -13.38 -11.86 -17.62
H -10.99 -12.07 -18.24
H -9.25 -10.96 -16.84
H -9.91 -9.79 -14.80
H -12.43 -9.60 -14.18
Se -15.06 -11.04 -8.16
Se -14.49 -13.25 -8.54
C -13.68 -13.11 -10.26
C -12.73 -14.03 -10.54
C -12.15 -13.98 -11.80
C -12.54 -12.96 -12.69
C -13.54 -12.08 -12.30
N -14.13 -12.14 -11.10
C -16.96 -11.02 -8.55
C -17.68 -10.13 -7.73
C -19.05 -10.02 -7.97
C -19.68 -10.90 -8.84
C -18.86 -11.84 -9.44
N -17.52 -11.86 -9.40
H -12.48 -14.78 -9.83
H -11.40 -14.76 -12.07
H -12.08 -12.82 -13.63
H -13.93 -11.37 -13.00
H -17.17 -9.42 -7.05
H -19.64 -9.26 -7.48
H -20.71 -10.81 -9.13
H -19.32 -12.52 -10.12
*
```

=====

DFT (the ωB97M-V functional and the def2-TZVPD basis) results for a structure of composition C32H32BrN3O4PSn.

E	-131527.971	eV
Kohn-Sham gap	4.442	eV
LUMO	1.834	eV
HOMO level	-2.61	eV

Structure (ORCA input):
```
! wB97M-V def2-TZVPD RIJCOSX def2/J DEFGRID3
* xyz -1 1
Sn -0.88 -1.13 -1.38
C 2.75 -1.14 -0.54
O 1.77 -0.10 -0.71
C 2.19 1.18 -0.73
C 3.52 1.54 -0.75
C 3.85 2.89 -0.79
Br 5.69 3.39 -0.83
C 2.89 3.87 -0.81
C 1.54 3.52 -0.78
C 1.17 2.17 -0.73
O -0.09 1.75 -0.69
C 0.49 4.54 -0.79
N -0.79 4.28 -0.75
C -1.43 5.51 -0.80
C -2.79 5.81 -0.80
C -3.15 7.15 -0.87
C -2.18 8.16 -0.94
C -0.83 7.87 -0.94
C -0.48 6.53 -0.87
N 0.74 5.88 -0.85
H 3.43 -1.17 -1.40
H 2.18 -2.07 -0.48
H 3.31 -0.99 0.38
H 4.30 0.80 -0.73
H 3.20 4.91 -0.85
H -0.69 2.52 -0.69
H -3.53 5.02 -0.75
H -4.19 7.41 -0.87
H -2.50 9.20 -0.99
H -0.08 8.66 -0.99
H 1.65 6.31 -0.89
O -4.54 -2.58 0.23
C -3.55 -1.87 0.17
O -3.04 -1.35 -0.91
C -2.84 -1.46 1.48
P -1.03 -1.27 1.24
C -0.42 -0.43 2.74
C 0.18 0.82 2.65
C 0.71 1.43 3.79
C 0.63 0.79 5.01
C 0.01 -0.46 5.11
C -0.51 -1.07 3.97
C -0.33 -2.88 1.29
C -0.85 -3.77 0.19
C -0.42 -5.17 0.54
C 0.76 -5.41 1.17
C 1.56 -4.36 1.71
C 0.95 -3.12 1.82
H -3.06 -2.18 2.27
H -3.24 -0.48 1.76
H 0.24 1.31 1.68
H 1.18 2.40 3.71
H 1.05 1.25 5.90
H -0.05 -0.96 6.07
H -0.96 -2.05 4.03
H -1.95 -3.75 0.18
H -1.07 -5.99 0.27
H 1.08 -6.44 1.32
H 2.53 -4.55 2.16
H 1.44 -2.34 2.40
C 0.58 -3.29 -3.38
C -0.40 -3.95 -2.39
C -1.82 -3.95 -3.01
C 0.05 -5.42 -2.28
N -0.36 -3.19 -1.13
H 0.58 -3.82 -4.34
H 1.58 -3.31 -2.95
H 0.31 -2.25 -3.58
H -1.89 -4.62 -3.88
H -2.10 -2.94 -3.34
H -2.55 -4.26 -2.26
H 0.23 -5.80 -3.29
H -0.71 -6.04 -1.81
H 0.97 -5.50 -1.70
*
```

=====

DFT (the ωB97M-V functional and the def2-TZVPD basis) results for a cluster of 2 separate species, C6H12N2 in total in a non-equilibrium geometry.

SMILES string	Cc1c[nH]cn1.CC
E	-9394.866	eV
Kohn-Sham gap	9.549	eV
LUMO	0.874	eV
HOMO level	-8.67	eV

Structure (ORCA input):
```
! wB97M-V def2-TZVPD RIJCOSX def2/J DEFGRID3
* xyz 0 1
C -1.50 -1.83 2.02
C -1.32 -1.45 0.50
C -1.98 -0.72 -0.44
N -1.17 -1.03 -1.63
C -0.16 -1.90 -1.35
N -0.15 -2.00 0.06
H -0.70 -1.19 2.61
H -1.53 -2.83 2.22
H -2.47 -1.41 2.44
H -2.72 0.12 -0.43
H -1.41 -0.59 -2.50
H 0.64 -2.47 -1.95
C 1.48 2.24 -0.90
C 2.14 2.07 0.56
H 0.58 2.85 -0.93
H 2.25 2.61 -1.57
H 1.08 1.24 -1.38
H 2.93 1.24 0.58
H 1.32 2.03 1.32
H 2.68 3.03 0.77
*
```

=====

DFT (the ωB97M-V functional and the def2-TZVPD basis) results for the molecule C3H7NO2 in a non-equilibrium geometry.

SMILES string	CO/C(N)=C/O
E	-8806.754	eV
Kohn-Sham gap	9.215	eV
LUMO	0.837	eV
HOMO level	-8.38	eV

Structure (ORCA input):
```
! wB97M-V def2-TZVPD RIJCOSX def2/J DEFGRID3
* xyz 0 1
C 2.02 0.07 -0.10
O 0.93 -0.65 0.45
C -0.52 -0.33 0.03
N -1.41 -1.34 -0.02
C -0.58 0.96 0.21
O -2.00 1.42 0.02
H 2.93 -0.52 0.03
H 2.16 1.02 0.44
H 1.90 0.27 -1.17
H -1.04 -2.22 0.32
H -1.91 -1.37 -0.91
H 0.05 1.83 0.11
H -2.53 0.85 0.60
*
```

=====

DFT (the ωB97M-V functional and the def2-TZVPD basis) results for a structure of composition C14H42O9S7V in a non-equilibrium geometry.

E	-135152.501	eV
Kohn-Sham gap	8.886	eV
LUMO	-1.930	eV
HOMO level	-10.82	eV

Structure (ORCA input):
```
! wB97M-V def2-TZVPD RIJCOSX def2/J DEFGRID3
* xyz 1 1
O 0.53 0.88 -1.01
V 0.53 -0.42 -0.08
O -0.85 -1.10 -0.19
C -1.54 1.20 3.38
S 0.21 0.89 3.23
O 0.37 0.16 1.93
C 0.35 -0.37 4.49
H -1.80 1.44 4.41
H -2.06 0.29 3.08
H -1.78 2.04 2.73
H -0.01 -1.32 4.07
H -0.26 -0.12 5.35
H 1.39 -0.53 4.76
C 3.94 1.41 1.95
S 4.00 0.76 0.27
O 2.72 -0.01 0.15
C 3.72 2.32 -0.60
H 3.11 2.11 2.02
H 4.90 1.89 2.15
H 3.85 0.53 2.58
H 2.99 2.06 -1.37
H 4.66 2.60 -1.09
H 3.37 3.11 0.06
C -2.22 -3.71 -1.44
S -3.62 -3.64 -0.26
O -3.53 -2.37 0.50
C -4.94 -3.32 -1.42
H -2.52 -4.50 -2.12
H -1.41 -4.02 -0.79
H -2.12 -2.72 -1.86
H -5.83 -3.20 -0.80
H -5.16 -4.18 -2.05
H -4.75 -2.44 -2.02
C -4.83 2.80 -0.54
S -3.78 1.71 0.43
O -2.44 2.36 0.56
C -3.56 0.47 -0.88
H -5.69 2.22 -0.88
H -4.28 3.21 -1.39
H -5.23 3.57 0.11
H -3.16 -0.44 -0.44
H -2.98 1.02 -1.62
H -4.52 0.29 -1.36
C 3.18 -0.92 -3.09
S 1.61 -1.77 -3.17
O 1.11 -1.83 -1.75
C 0.65 -0.49 -3.96
H 3.41 -0.39 -4.01
H 3.97 -1.65 -2.88
H 3.13 -0.26 -2.22
H 0.77 0.48 -3.47
H -0.37 -0.79 -3.73
H 0.79 -0.48 -5.04
C 3.58 -3.40 -0.05
S 2.28 -3.38 1.18
O 1.46 -2.18 0.89
C 1.33 -4.75 0.49
H 3.16 -3.59 -1.04
H 4.33 -4.16 0.15
H 4.06 -2.42 -0.02
H 2.00 -5.45 -0.01
H 0.68 -4.30 -0.25
H 0.80 -5.29 1.27
C 0.68 4.12 -0.54
S 0.84 3.70 1.19
O 2.02 4.41 1.76
C -0.56 4.67 1.70
H 1.55 3.79 -1.11
H 0.54 5.19 -0.69
H -0.19 3.57 -0.91
H -0.71 4.64 2.77
H -1.44 4.31 1.16
H -0.40 5.71 1.39
*
```

=====

Among the records above, which one has the highest E?
C2H3NO